Density functional theory data (ωB97M-V/def2-TZVPD) for a structure of composition C36H56NP2Si2W.

Properties
HOMO level	-16.4177	eV
total charge	+3
Kohn-Sham gap	6.215	eV
molecular weight	804.81	g mol⁻¹
maximum force	1.06	eV/A
calculated total energy	-75864.98197	eV

Last column: Löwdin charge in e.
CARTESIAN COORDINATES (ANGSTROEM)
W 0.1467 0.3978 -0.5777  1.0680
C 4.1636 0.6181 1.3735  -0.0750
C 3.4381 -0.7099 1.1347  -0.5009
C 2.6053 -1.1641 2.3348  -0.0732
P 2.4232 -0.6517 -0.3748  1.0226
C 3.4608 -0.2451 -1.8228  -0.5181
C 2.5868 -0.3249 -3.0779  -0.1039
C 4.7519 -1.0528 -1.9915  -0.0620
C 1.6681 -2.2556 -0.7034  -0.2850
C 2.3492 -3.3325 -1.2721  -0.0090
C 1.6845 -4.4878 -1.6595  -0.2119
C 2.4310 -5.6730 -2.2011  -0.0081
C 0.2862 -4.5177 -1.5187  0.0307
C -0.4054 -3.4800 -0.9353  -0.0254
C 0.2879 -2.3519 -0.4904  -0.3039
N -0.3968 -1.2921 0.2214  -0.1514
C -1.3921 -1.6524 1.1704  -0.2912
C -1.5558 -2.9311 1.6907  0.0155
C -2.6285 -3.1791 2.5298  0.0241
C -3.5499 -2.1819 2.8613  -0.2135
C -4.7355 -2.4819 3.7334  -0.0122
C -3.3038 -0.8851 2.3997  -0.0115
C -2.2185 -0.6233 1.5832  -0.2998
P -1.5423 0.9994 1.2166  1.0418
C -0.4611 1.2261 2.7075  -0.4995
C 0.7419 2.1352 2.4676  -0.1038
C -1.2639 1.6346 3.9416  -0.0618
C -3.0072 2.1100 1.2676  -0.4974
C -2.7568 3.6082 1.2863  -0.0820
C -4.0277 1.7555 0.1824  -0.0788
H 4.7901 0.5282 2.2616  0.1052
H 3.4631 1.4354 1.5535  0.0608
H 4.8188 0.8959 0.5463  0.0848
H 4.1729 -1.4843 0.8922  0.1233
H 1.8022 -0.4561 2.5503  0.0471
H 3.2429 -1.2128 3.2181  0.1053
H 2.1703 -2.1536 2.1856  0.0854
H 3.7486 0.7903 -1.6382  0.0872
H 2.4093 -1.3621 -3.3604  0.0865
H 3.0689 0.1774 -3.9186  0.1163
H 1.6009 0.1498 -2.9612  0.0193
H 4.5652 -2.0285 -2.4318  0.0744
H 5.3098 -1.1784 -1.0627  0.0846
H 5.4018 -0.5115 -2.6801  0.1068
H 3.4223 -3.2911 -1.3845  0.1111
H 3.4427 -5.4122 -2.5054  0.0908
H 1.9085 -6.1054 -3.0543  0.1002
H 2.4998 -6.4530 -1.4394  0.1081
H -0.2613 -5.3907 -1.8565  0.1428
H -1.4795 -3.5437 -0.8207  0.1231
H -0.8627 -3.7272 1.4550  0.1264
H -2.7607 -4.1767 2.9319  0.1397
H -5.1923 -3.4307 3.4555  0.0988
H -5.4897 -1.6999 3.6715  0.0902
H -4.4260 -2.5685 4.7777  0.1058
H -3.9691 -0.0895 2.7132  0.1218
H -0.1010 0.2060 2.8609  0.0929
H 0.4564 3.1797 2.3644  0.0728
H 1.3120 1.8556 1.5700  0.0217
H 1.4301 2.0677 3.3126  0.1078
H -1.6350 2.6576 3.8697  0.0862
H -0.6119 1.5818 4.8152  0.1060
H -2.1061 0.9664 4.1293  0.0817
H -3.4053 1.8242 2.2462  0.1026
H -2.4878 3.9705 0.2957  0.0674
H -2.0047 3.9147 2.0112  0.0679
H -3.6897 4.1001 1.5660  0.1114
H -3.6249 1.9431 -0.8166  0.0767
H -4.9003 2.3991 0.3071  0.1071
H -4.3741 0.7246 0.2442  0.0700
C 1.8917 2.6316 -1.4213  -0.1782
Si 0.0800 2.9420 -1.0191  0.5560
C -0.0067 4.5285 -0.0798  -0.1647
C -0.9852 2.8995 -2.5427  -0.3147
C -1.1739 4.1532 -3.1434  -0.0754
C -1.9469 4.2928 -4.2903  -0.0243
C -2.5558 3.1839 -4.8532  -0.0226
C -2.3665 1.9309 -4.2850  -0.0704
C -1.5799 1.7639 -3.1406  -0.3189
Si -1.3380 -0.0029 -2.6456  0.5291
C -2.8572 -0.8585 -2.0443  -0.1590
C -0.5494 -1.0425 -3.9512  -0.1715
H 2.2261 3.6755 -1.4249  0.0788
H 2.0654 2.2084 -2.4043  0.0405
H 2.5049 2.1278 -0.6733  0.0024
H -0.6656 5.2277 -0.5974  0.0555
H 0.9944 4.9631 -0.0437  0.0635
H -0.3602 4.4465 0.9366  0.0009
H -0.7182 5.0449 -2.7259  0.1040
H -2.0772 5.2709 -4.7361  0.1287
H -3.1693 3.2894 -5.7392  0.1293
H -2.8358 1.0722 -4.7597  0.1180
H -3.5521 -0.8970 -2.8924  0.0704
H -3.3682 -0.3700 -1.2212  0.0043
H -2.6268 -1.8864 -1.7583  0.0317
H -1.3653 -1.5114 -4.5118  0.0648
H 0.0645 -1.8477 -3.5405  0.0264
H 0.0507 -0.4501 -4.6431  0.0542

Density functional theory data (ωB97M-V/def2-TZVPD) for a cluster of 3 separate species, C3H4FNO2 in total.

Properties
HOMO level	-9.9321	eV
total charge	0
Kohn-Sham gap	10.254	eV
SMILES string	N=C=O.C#CO.F
molecular weight	105.07	g mol⁻¹
ΔE to the lowest compared entry with this formula, charge and spin	282.01	kJ/mol
maximum force	2.19	eV/A
calculated total energy	-11475.46969	eV

Last column: Löwdin charge in e.
CARTESIAN COORDINATES (ANGSTROEM)
C -1.1073 -1.5588 0.2788  -0.2628
C -0.6453 -1.6887 -0.8269  0.1047
C 0.6766 1.4482 0.3834  -0.4045
N 0.0171 1.1782 1.3385  0.1927
O 1.4298 1.6806 -0.4680  0.1477
O -1.1070 -1.2600 1.5685  0.0315
F 1.9036 4.1960 -1.9540  -0.0660
H -0.6971 -2.0522 -1.8034  0.0110
H 2.1070 3.3094 -1.9757  0.0357
H -0.9553 1.4157 1.5219  0.1067
H -1.3666 -1.9174 2.1869  0.1032

Density functional theory data (ωB97M-V/def2-TZVPD) for a structure of composition C30H44MgN2O7P2.

Properties
HOMO level	-6.2038	eV
total charge	0
Kohn-Sham gap	5.632	eV
molecular weight	630.94	g mol⁻¹
ΔE to the lowest compared entry with this formula, charge and spin	0.00	kJ/mol
maximum force	1.23	eV/A
calculated total energy	-73170.30968	eV

Last column: Löwdin charge in e.
CARTESIAN COORDINATES (ANGSTROEM)
Mg -0.1794 0.1662 0.8376  0.5565
N -4.7986 -1.1893 0.1128  0.1861
C -3.2910 -1.3818 0.3153  -0.4635
C -3.0021 -2.8548 0.6045  -0.0677
P -2.3133 -0.7762 -1.1670  0.3600
O -3.5328 0.0835 -1.8449  -0.1614
O -1.9113 -1.9286 -1.9897  -0.2766
O -1.2845 0.2315 -0.6973  -0.3139
P -2.9765 -0.3697 1.8354  0.3421
O -3.4362 1.0522 1.1986  -0.1415
O -3.9965 -0.7944 2.8308  -0.2923
O -1.5033 -0.3705 2.1636  -0.3001
H -5.2258 -2.0165 -0.2901  0.1629
H -4.9450 -0.3921 -0.5142  0.1313
H -5.2000 -1.0046 1.0440  0.1368
H -3.0934 -3.4530 -0.3030  0.0846
H -3.6599 -3.2303 1.3931  0.0929
H -1.9793 -2.9518 0.9703  0.0684
H -3.1825 0.7763 -2.4276  0.0973
H -3.4211 1.7593 1.8659  0.0845
C 3.2566 -0.3950 -2.4681  -0.0478
C 3.2847 0.6355 -1.3626  -0.2774
C 4.4169 1.4132 -1.1307  -0.0439
C 4.4092 2.3489 -0.1016  -0.2802
C 5.6133 3.2270 0.1422  -0.0593
C 3.2893 2.4952 0.7135  -0.0132
C 2.1137 1.7346 0.5193  -0.2669
C 2.1696 0.8233 -0.5691  -0.0284
N 0.9461 1.7608 1.2729  -0.0114
C 0.6344 2.9309 2.1048  -0.4541
C -0.8393 2.8146 2.5297  -0.1118
C -1.2960 3.9941 3.3973  -0.2849
C -0.4380 4.0628 4.6655  -0.1211
C 1.0336 4.2120 4.2635  -0.2852
C 1.2143 5.5002 3.4506  -0.1173
C 0.3278 5.4523 2.1991  -0.2857
C -1.1386 5.2972 2.6099  -0.1241
C 0.7496 4.2615 1.3302  -0.0783
C 1.4485 2.9988 3.4182  -0.0753
H 4.2163 -0.4465 -2.9847  0.0692
H 2.4831 -0.1616 -3.2048  0.0807
H 3.0305 -1.3865 -2.0655  0.0749
H 5.2983 1.2926 -1.7538  0.1034
H 6.4344 2.9692 -0.5284  0.0683
H 5.9708 3.1329 1.1710  0.0763
H 5.3629 4.2781 -0.0212  0.0773
H 3.3630 3.2103 1.5212  0.0878
H 1.2813 0.2390 -0.7992  0.0777
H -0.9751 1.8775 3.0780  0.1091
H -1.4350 2.7729 1.6071  0.1175
H -2.3458 3.8561 3.6771  0.1334
H -0.5713 3.1526 5.2606  0.1184
H -0.7529 4.9112 5.2837  0.1176
H 1.6548 4.2588 5.1613  0.1349
H 2.2639 5.6096 3.1551  0.1199
H 0.9539 6.3695 4.0662  0.1170
H 0.4496 6.3775 1.6305  0.1357
H -1.7725 5.2760 1.7168  0.1177
H -1.4558 6.1487 3.2218  0.1173
H 1.7680 4.4172 0.9766  0.1044
H 0.1140 4.1865 0.4419  0.1313
H 1.2507 2.0786 3.9817  0.1116
H 2.5211 3.0249 3.2254  0.1048
C -1.3978 -4.1538 6.3359  -0.0388
C -0.6946 -3.8041 5.0534  -0.2358
C -0.0217 -2.5975 4.9097  0.0101
C 0.5612 -2.2210 3.7102  -0.1660
C 1.2864 -0.8981 3.6360  -0.0191
C 0.4761 -3.1146 2.6212  -0.1123
C 0.8153 -2.7138 1.2681  -0.1304
O 0.9060 -1.5621 0.8569  -0.0014
C -0.0952 -4.3966 2.7824  -0.2060
C -0.0723 -5.4370 1.6807  -0.0401
C -0.6918 -4.7059 3.9886  -0.0056
H -1.4102 -3.3093 7.0240  0.0778
H -0.9060 -4.9952 6.8304  0.0873
H -2.4295 -4.4472 6.1325  0.0861
H 0.0286 -1.9137 5.7516  0.1247
H 1.6303 -0.6132 4.6303  0.0893
H 0.6432 -0.0950 3.2702  0.0487
H 2.1445 -0.9363 2.9667  0.0975
H 0.9925 -3.5144 0.5419  0.1381
H -0.5938 -5.1176 0.7757  0.0776
H -0.5460 -6.3543 2.0281  0.0786
H 0.9550 -5.6797 1.3973  0.0916
H -1.1716 -5.6736 4.1101  0.1216

Density functional theory data (ωB97M-V/def2-TZVPD) for an isolated molecule of C21H22FNO4.

Properties
HOMO level	-8.3729	eV
total charge	0
Kohn-Sham gap	8.170	eV
SMILES string	CC1(C)Oc2cc(C(=O)c3ccncc3F)cc(O)c2[C@@H]2C[C@H](O)CC[C@H]21
molecular weight	371.41	g mol⁻¹
ΔE to the lowest compared entry with this formula, charge and spin	336.69	kJ/mol
maximum force	5.30	eV/A
calculated total energy	-34528.10763	eV

Last column: Löwdin charge in e.
CARTESIAN COORDINATES (ANGSTROEM)
O 5.2534 0.8781 -0.7442  0.1247
F 4.4472 -2.5684 -1.0359  0.1135
N 7.4349 -3.0719 1.0235  0.0514
O 0.7037 2.6135 -0.8980  0.0384
O 0.1245 -1.9531 0.7750  0.0479
O -3.8847 3.3072 0.8215  -0.0494
C 4.6259 -0.0290 -0.2387  -0.2699
C 7.6676 -1.7435 1.3667  -0.1279
C 6.3677 -3.3043 0.1894  -0.0460
C 2.4177 1.1343 -0.4053  0.0058
C 2.2208 -0.9968 0.5311  0.0610
C 6.7480 -0.7444 1.0637  -0.0107
C 5.4578 -2.2834 -0.2490  -0.2240
C 1.0516 1.4100 -0.2939  -0.1969
C 0.7932 -0.8750 0.5544  -0.2489
C 3.0855 -0.0149 0.0080  -0.0903
C 5.5699 -1.0036 0.3220  -0.0832
C 0.2307 0.3739 0.2251  0.0005
C -1.5997 -2.8346 1.9701  -0.0591
C -2.1526 -2.3032 -0.4196  0.0394
C -3.9878 1.0986 1.6722  -0.1349
C -1.8131 1.9787 0.8337  -0.1150
C -3.4383 -0.3403 1.5778  -0.1344
C -1.3117 -1.8767 0.9448  -0.4059
C -3.2871 1.9805 0.6553  -0.4100
C -1.2935 0.6013 0.3605  -0.1846
C -1.8631 -0.4118 1.4209  -0.1367
H 1.3112 3.3582 -0.8513  0.1142
H -3.3843 3.6970 1.5487  0.0799
H 8.5354 -1.5467 2.0547  0.1175
H 6.1097 -4.3548 0.0440  0.1121
H 2.9090 1.8876 -0.8942  0.0919
H 2.4870 -1.9407 1.0794  0.1418
H 7.0447 0.2101 1.4600  0.1101
H -1.2440 -2.4630 2.8993  0.0909
H -1.3172 -3.8859 1.7494  0.1228
H -2.5778 -2.8723 2.3112  0.0625
H -3.1116 -2.8371 -0.1735  0.0997
H -1.6118 -2.9385 -1.0313  0.0503
H -2.5033 -1.4252 -0.9223  0.0539
H -3.8855 1.4571 2.7298  0.1316
H -5.0904 1.1151 1.3619  0.1432
H -1.6296 2.2228 1.9400  0.1578
H -1.5236 2.8597 0.2119  0.1306
H -3.8953 -0.7592 0.7567  0.0760
H -3.7268 -0.9137 2.4016  0.0907
H -3.6225 1.7208 -0.3400  0.1533
H -1.7252 0.4666 -0.6156  0.1361
H -1.5245 -0.0685 2.4738  0.1783

Density functional theory data (ωB97M-V/def2-TZVPD) for the ion H2N4O4PS with charge -1.

Properties
HOMO level	-4.7400	eV
total charge	-1
Kohn-Sham gap	8.100	eV
SMILES string	NSN1N=[N+]([O-])O[P@]1(=O)[O-]
molecular weight	185.08	g mol⁻¹
ΔE to the lowest compared entry with this formula, charge and spin	0.00	kJ/mol
maximum force	2.13	eV/A
calculated total energy	-34306.84465	eV

Last column: Löwdin charge in e.
CARTESIAN COORDINATES (ANGSTROEM)
N -0.5968 -0.7765 -0.6970  -0.0385
N -0.5851 0.1237 0.3006  -0.4809
N -0.6113 2.3954 -1.1982  -0.3745
N 0.3043 -1.6114 -0.6723  -0.4066
O 0.4971 -2.5018 -1.4807  -0.0358
O 1.3979 0.1955 2.2813  -0.3361
O 1.2464 -1.5080 0.3825  -0.1079
O -0.4088 -1.6945 2.3414  -0.3203
P 0.4919 -0.7662 1.6469  0.3047
S -1.5907 1.4948 -0.1420  0.7765
H -0.3514 1.8697 -2.0231  0.0066
H 0.2066 2.7794 -0.7394  0.0129